A structure of composition C23H27N3O4 in a non-equilibrium geometry. Source: OMol25; level of theory: ωB97M-V/def2-TZVPD.

```
! RIJCOSX wB97M-V def2-TZVPD def2/J DEFGRID3
* xyz 0 1
C -7.329 -2.760 -0.101
H -7.323 -1.737 0.159
O -6.100 -3.303 0.355
C -4.973 -2.887 0.139
C -3.936 -3.682 0.637
C -2.733 -3.126 0.688
C -2.498 -2.021 0.044
C -3.500 -1.250 -0.883
C -4.823 -1.716 -0.721
H -5.529 -1.273 -1.149
H -3.358 -0.220 -1.380
C -1.141 -1.352 -0.364
C -0.555 -0.381 -0.586
N -1.325 1.053 -0.446
C -2.359 1.267 0.268
O -2.851 0.483 1.356
C -2.845 2.502 0.276
C -2.849 3.304 -0.901
C -3.240 4.738 -1.143
C -3.973 5.271 0.138
C -4.071 4.530 1.129
C -3.620 3.354 1.474
H -3.568 2.814 2.296
H -4.562 5.042 2.250
H -4.355 6.391 -0.302
H -3.210 5.185 -2.027
H -2.356 2.716 -1.856
H -0.780 1.895 -0.926
C 0.764 0.112 -0.683
O 1.155 1.249 -1.073
N 1.780 -0.719 -0.771
C 3.141 -0.614 -1.082
H 3.556 -1.234 -1.712
H 3.248 0.311 -1.333
C 3.952 -0.823 0.338
N 5.377 -0.049 0.222
C 6.003 -0.002 1.295
H 5.353 0.693 2.318
C 7.325 0.677 1.246
H 7.754 0.908 2.268
O 8.247 -0.268 0.599
C 7.410 -0.380 -0.559
C 6.086 -1.161 -0.585
H 5.680 -1.408 -1.568
H 6.217 -2.041 -0.203
H 8.383 -1.172 -1.361
H 7.496 0.379 -1.311
H 7.332 1.457 0.771
H 6.139 -0.853 1.933
H 3.843 -1.752 0.697
H 3.522 -0.120 1.067
H 1.539 -1.690 -0.409
H -0.125 -2.187 -0.275
H -1.798 -3.634 1.231
H -4.056 -4.443 1.508
H -8.201 -3.239 0.356
H -7.362 -2.834 -1.349
*
```

frontier orbital gap	7.488	eV
calculated total energy	-1357.01532	hartree

***

A cluster of 2 separate species, C2HN4S in total in a non-equilibrium geometry. Source: OMol25; level of theory: ωB97M-V/def2-TZVPD.

```
! RIJCOSX wB97M-V def2-TZVPD def2/J DEFGRID3
* xyz -1 1
C 1.031 -0.314 -0.681
C -0.143 0.263 -0.431
N 2.940 -1.249 -0.369
N 1.878 -0.975 0.261
N 1.794 -0.251 -1.879
N 2.890 -0.789 -1.672
S -2.120 1.061 -2.428
H -0.608 0.417 0.624
*
```

frontier orbital gap (spin up / spin down)	6.749 / 6.850	eV
calculated total energy	-693.85957	hartree

***

A structure of composition C42H40IrN3O8S in a non-equilibrium geometry. Source: OMol25; level of theory: ωB97M-V/def2-TZVPD.

```
! RIJCOSX wB97M-V def2-TZVPD def2/J DEFGRID3
* xyz 0 5
Ir -0.274 -0.280 -0.850
C 5.766 -0.072 -0.914
C 4.908 -0.234 0.350
C 5.797 -0.136 1.593
O 3.928 0.782 0.378
C 2.644 0.237 0.168
C 2.833 -1.246 0.536
O 4.211 -1.469 0.332
C 1.940 -2.314 -0.208
O 0.634 -1.951 -0.093
C 2.171 -3.628 0.556
C 3.331 -4.366 0.367
C 3.528 -5.536 1.079
C 2.571 -5.978 1.977
C 1.417 -5.238 2.176
C 1.221 -4.065 1.469
C 2.242 -2.608 -1.686
C 3.421 -2.316 -2.350
C 3.587 -2.682 -3.676
C 2.588 -3.354 -4.353
C 1.421 -3.683 -3.683
C 1.248 -3.312 -2.363
C 1.615 1.074 1.024
O 0.332 0.613 0.935
C 1.637 2.541 0.570
C 2.555 3.086 -0.315
C 2.516 4.435 -0.625
C 1.544 5.253 -0.079
C 0.604 4.709 0.783
C 0.652 3.366 1.107
C 2.092 0.999 2.476
C 3.123 1.816 2.917
C 3.615 1.676 4.202
C 3.066 0.741 5.064
C 2.017 -0.056 4.635
C 1.531 0.073 3.345
H 6.439 0.770 -0.784
H 5.132 0.128 -1.775
H 6.353 -0.969 -1.087
H 6.230 0.858 1.649
H 6.586 -0.879 1.526
H 5.203 -0.322 2.481
H 2.358 0.312 -0.898
H 2.608 -1.383 1.607
H 4.080 -4.024 -0.328
H 4.436 -6.103 0.936
H 2.725 -6.897 2.524
H 0.672 -5.571 2.886
H 0.329 -3.472 1.611
H 4.224 -1.823 -1.835
H 4.510 -2.447 -4.189
H 2.733 -3.632 -5.388
H 0.650 -4.244 -4.189
H 0.342 -3.580 -1.838
H 3.328 2.479 -0.753
H 3.256 4.851 -1.295
H 1.516 6.302 -0.339
H -0.165 5.337 1.215
H -0.080 2.943 1.781
H 3.541 2.554 2.253
H 4.430 2.307 4.525
H 3.461 0.635 6.064
H 1.577 -0.781 5.306
H 0.707 -0.535 2.999
O -1.462 1.404 -1.398
C -0.889 2.488 -1.704
C 0.218 2.645 -2.584
C 0.650 3.926 -2.939
C 1.761 4.101 -3.748
C 2.494 2.999 -4.212
C 2.110 1.736 -3.859
C 0.968 1.499 -3.047
O 0.687 0.292 -2.742
N 2.191 5.411 -4.100
O 3.122 5.516 -4.883
O 1.615 6.361 -3.597
H -1.259 3.405 -1.229
H 0.116 4.794 -2.582
H 3.359 3.177 -4.834
H 2.656 0.873 -4.206
C -4.901 -2.842 -2.882
N -4.663 -1.979 -1.763
C -5.761 -1.467 -0.965
C -5.071 -0.515 0.029
N -3.673 -0.651 -0.328
C -3.492 -1.463 -1.375
S -2.006 -1.837 -2.061
H -5.298 -3.806 -2.554
H -3.961 -3.002 -3.405
H -5.624 -2.373 -3.555
H -6.271 -2.296 -0.463
H -6.480 -0.957 -1.614
H -5.233 -0.824 1.064
H -5.403 0.520 -0.083
H -2.920 -0.083 0.038
*
```

frontier orbital gap (spin up / spin down)	6.527 / 6.534	eV
calculated total energy	-2892.98374	hartree

***

A cluster of 2 separate species, C2H6O4P in total in a non-equilibrium geometry. Source: OMol25; level of theory: ωB97M-V/def2-TZVPD.

```
! RIJCOSX wB97M-V def2-TZVPD def2/J DEFGRID3
* xyz -1 1
C 0.732 -0.691 1.281
C -2.692 1.688 -0.446
O 1.472 2.037 -0.238
O 3.884 1.118 0.008
O -3.883 1.865 -0.383
O 1.920 0.043 1.334
P 2.490 0.692 -0.191
H 0.039 -0.646 0.344
H 0.007 -0.009 1.993
H 0.869 -1.673 1.602
H -2.094 1.132 0.287
H -2.031 1.988 -1.369
H 0.584 1.694 -0.581
*
```

frontier orbital gap	6.005	eV
calculated total energy	-722.16039	hartree

***

A cluster of 3 separate species, C5H12NO in total in a non-equilibrium geometry. Source: OMol25; level of theory: ωB97M-V/def2-TZVPD.

```
! RIJCOSX wB97M-V def2-TZVPD def2/J DEFGRID3
* xyz 1 1
C 3.001 1.521 -0.197
C -0.237 -0.277 0.052
C 4.378 1.284 0.142
C -0.576 -0.525 1.449
C -5.005 -1.421 -0.822
N -1.057 -0.408 -0.914
O -3.872 -1.057 -0.973
H 2.692 1.592 -1.224
H 4.597 0.209 0.038
H 5.058 1.758 -0.571
H 4.615 1.554 1.170
H 0.085 -1.297 1.841
H -1.619 -0.828 1.590
H -0.380 0.378 2.026
H -5.269 -2.266 -0.169
H -5.851 -0.931 -1.325
H -0.766 -0.219 -1.865
H -2.042 -0.704 -0.812
H 2.248 1.636 0.563
*
```

frontier orbital gap (spin up / spin down)	10.483 / 4.625	eV
calculated total energy	-327.27279	hartree

***

A cluster of 4 separate species, C38H49F2N5O6S3 in total in a non-equilibrium geometry. Source: OMol25; level of theory: ωB97M-V/def2-TZVPD.

```
! RIJCOSX wB97M-V def2-TZVPD def2/J DEFGRID3
* xyz 0 1
C 3.416 6.128 2.635
C 2.363 5.549 2.430
C 0.924 5.035 2.057
C 0.993 3.481 1.677
C 1.446 3.348 0.158
C 1.415 1.801 -0.216
C 2.561 0.851 0.005
C 3.856 1.442 0.676
C 5.004 1.876 -0.338
C 6.350 1.154 0.169
F 7.526 1.816 -0.263
C 2.390 -0.601 -0.387
C 3.610 -1.585 -0.104
C 3.256 -2.669 1.039
C 2.354 -2.059 2.183
N 0.921 -2.170 2.234
O 2.886 -1.412 3.089
C 1.092 -1.116 -0.995
C 0.978 -2.655 -1.359
C 2.044 -3.144 -2.443
C 1.484 -4.327 -3.382
S 1.951 -5.960 -2.623
O 1.439 -7.090 -3.410
O 3.427 -6.100 -2.583
O 1.322 -6.113 -1.099
C -0.067 -0.165 -1.208
C 0.154 1.278 -0.802
S -1.321 2.362 -1.059
C -2.646 1.230 -0.453
C -2.473 -0.203 -0.915
C -3.464 -1.217 -0.449
C -4.605 -0.846 0.475
C -5.555 -2.008 0.938
F -6.097 -1.812 2.258
C -4.783 -3.411 1.020
C -3.530 -3.373 1.987
C -4.747 0.590 0.881
C -5.925 1.061 1.806
O -7.155 0.539 1.243
C -8.155 0.600 2.236
C -8.173 -0.224 3.574
O -9.075 1.378 2.036
C -3.764 1.656 0.431
S -3.833 3.411 0.917
N -1.344 -0.578 -1.781
H 4.389 6.687 2.709
H 0.281 5.227 2.968
H 0.466 5.609 1.197
H -0.035 3.012 1.829
H 1.685 2.903 2.369
H 2.497 3.766 0.056
H 0.755 3.983 -0.462
H 3.556 2.341 1.301
H 4.205 0.665 1.436
H 4.783 1.673 -1.421
H 5.193 2.985 -0.156
H 6.291 1.120 1.306
H 6.268 0.080 -0.179
H 4.509 -1.027 0.307
H 3.983 -2.081 -1.054
H 4.253 -2.909 1.532
H 2.877 -3.644 0.615
H 0.510 -1.295 2.589
H 0.506 -2.314 1.307
H 1.135 -3.235 -0.393
H -0.041 -2.958 -1.738
H 2.405 -2.304 -3.104
H 2.891 -3.625 -1.854
H 2.032 -4.320 -4.377
H 0.369 -4.270 -3.542
H 2.017 -5.868 -0.446
H -3.304 -2.272 -0.829
H -6.434 -2.108 0.238
H -4.502 -3.792 -0.006
H -5.519 -4.166 1.441
H -2.712 -2.661 1.677
H -3.064 -4.414 1.962
H -3.780 -3.146 3.065
H -6.041 2.178 1.894
H -5.701 0.674 2.854
H -8.969 0.157 4.286
H -8.444 -1.312 3.378
H -7.192 -0.139 4.139
H -5.075 3.861 0.528
H -1.418 -1.598 -1.853
C -6.085 -3.510 -3.333
C -6.494 -4.347 -2.173
N -6.812 -4.995 -1.273
H -5.023 -3.652 -3.536
H -6.657 -3.795 -4.216
H -6.268 -2.458 -3.114
C 3.377 1.806 -4.723
C 2.937 2.610 -3.552
N 2.597 3.233 -2.643
H 2.549 1.687 -5.422
H 4.201 2.308 -5.229
H 3.708 0.821 -4.393
C 7.480 6.983 0.527
C 6.996 7.566 1.807
N 6.621 8.019 2.800
H 6.680 7.000 -0.214
H 8.324 7.562 0.152
H 7.797 5.952 0.685
*
```

frontier orbital gap	7.945	eV
SMILES	C#CCCCc1c(CCCF)c(CCC(N)=O)c(CCCS(=O)(=O)O)c2c1Sc1c(cc([C@H](F)CC)c(COC(C)=O)c1S)N2.CC#N.CC#N.CC#N
calculated total energy	-3596.57314	hartree